Entry i
Computed, not measured: a cluster of 2 separate species, C5H7N in total, with wB97M-V/def2-TZVPD.

The geometry in XYZ format:
```
13
Properties=species:S:1:pos:R:3:mulliken_charge:R:1
C -0.69415 -2.61531 -0.12306 -0.929
C -0.19328 -1.53954 0.80642 -0.334
C -0.64060 -0.30895 0.81020 0.399
N -0.98750 0.87357 0.74774 -0.527
H -1.20436 -3.40988 0.43335 0.263
H -1.39474 -2.21136 -0.85876 0.305
H 0.13941 -3.07334 -0.66606 0.275
H 0.57865 -1.78223 1.53230 0.323
H -1.78138 1.10956 1.34430 0.227
C 1.96962 3.58220 -1.26437 -0.118
C 1.12059 2.90112 -0.75074 -0.455
H 2.72280 4.18767 -1.71887 0.355
H 0.36495 2.28651 -0.29245 0.217
```

## Properties
Frontier orbital gap in eV: 9.92
SMILES: CC=C=N.C#C


Entry ii
Computed, not measured: a cluster of 2 separate species, C5H7N in total, with wB97M-V/def2-TZVPD.

The geometry in XYZ format:
```
13
Properties=species:S:1:pos:R:3:mulliken_charge:R:1
C -1.96468 1.14328 0.83976 0.229
C -2.25345 -0.23915 0.62129 -0.316
C 0.14154 -0.35385 -0.22740 0.355
C 1.12146 0.68884 0.03639 -1.198
C 0.72442 -1.51984 -0.88726 -1.023
N -2.02651 0.41349 1.87507 -0.307
H -2.37954 2.17869 0.70796 0.300
H 1.82094 0.70651 0.86500 0.336
H 1.74668 0.67025 -0.76791 0.446
H 0.60892 1.67117 0.18372 0.231
H 0.37469 -2.46312 -0.50502 0.337
H 0.25761 -1.36808 -1.84851 0.293
H 1.82794 -1.52820 -0.89308 0.316
```

## Properties
Frontier orbital gap in eV: 7.93


Entry iii
Computed, not measured: an isolated molecule of C5H7N, with wB97M-V/def2-TZVPD.

The geometry in XYZ format:
```
13
Properties=species:S:1:pos:R:3:mulliken_charge:R:1
H 1.07149 2.23306 -1.70493 0.225
N 1.55867 1.60545 -1.09694 -0.714
C 1.13601 0.53769 -0.62810 0.292
C 1.92944 -0.33218 0.20294 -0.496
C 1.05904 -1.34076 0.21249 -0.440
C -0.22116 -0.34204 -0.52085 0.100
C -1.17737 0.16641 0.56971 -1.209
H 2.99450 -0.30854 0.45738 0.394
H 1.19439 -2.37462 0.42575 0.397
H -0.83095 -0.81744 -1.28860 0.424
H -2.19096 0.37741 0.11321 0.323
H -0.90553 1.14368 0.91946 0.369
H -1.21283 -0.39538 1.42269 0.336
```

## Properties
Frontier orbital gap in eV: 10.37
SMILES: [H]/N=C1/C=C[C@H]1C


Entry iv
Computed, not measured: an isolated molecule of C5H7N, with wB97M-V/def2-TZVPD.

The geometry in XYZ format:
```
13
Properties=species:S:1:pos:R:3:mulliken_charge:R:1
C 0.15922 1.96706 -0.09773 -0.989
C 0.58150 0.57207 -0.47246 0.548
C 1.61806 -0.06595 -0.93252 -0.609
C -0.41058 -0.57236 -0.38271 -0.144
C -0.06644 -1.92119 0.16751 -0.402
N -0.86497 -0.98398 0.93930 -0.544
H 0.96225 2.68932 -0.26247 0.309
H -0.13310 2.02212 0.95895 0.277
H -0.71083 2.28207 -0.68571 0.297
H -1.18141 -0.53861 -1.15079 0.401
H 0.95165 -2.13836 0.47977 0.284
H -0.62159 -2.77851 -0.20478 0.266
H -0.28378 -0.53367 1.64365 0.305
```

## Properties
Frontier orbital gap in eV: 10.17


Least stable = entry ii


Entry i
Computed, not measured: an isolated molecule of C5H7N, with wB97M-V/def2-TZVPD.

The geometry in XYZ format:
```
13
Properties=species:S:1:pos:R:3:mulliken_charge:R:1
H -2.21406 1.67046 -0.03090 0.233
N -2.50144 0.61719 -0.05636 -0.575
C -1.24934 -0.20446 -0.18648 0.081
C -0.65240 -1.49099 -0.03429 -0.414
C 0.12838 -0.25192 -0.06839 0.397
C 1.28054 0.38885 -0.79026 -0.491
C 1.09516 0.68197 0.71366 -0.729
H -0.82328 -1.79946 0.95384 0.207
H -0.58496 -2.36170 -0.74273 0.249
H 0.88928 1.21582 -1.37281 0.309
H 1.99960 -0.44764 -0.99078 0.265
H 1.81411 0.32380 1.42626 0.234
H 0.81841 1.65808 1.17923 0.234
```

## Properties
Frontier orbital gap in eV: 9.90
SMILES: [H]/N=C1/CC12CC2


Entry ii
Computed, not measured: an isolated molecule of C5H7N, with wB97M-V/def2-TZVPD.

The geometry in XYZ format:
```
13
Properties=species:S:1:pos:R:3:mulliken_charge:R:1
C 2.28038 -0.31635 0.05980 -0.764
C 1.58433 0.81413 0.01609 0.138
N 0.33339 1.03221 -0.65317 -0.359
C -0.70138 1.82327 0.12358 -0.296
C -1.03553 0.59894 -0.12117 0.409
C -2.03878 -0.45970 -0.27810 -0.884
H 3.29888 -0.15345 0.42607 0.222
H 1.94659 -1.32547 -0.09358 0.278
H 2.15014 1.79869 0.37492 0.152
H -0.34118 2.62340 0.73517 0.350
H -1.58323 -1.53920 -0.19246 0.241
H -2.64807 -0.48875 -1.28353 0.258
H -2.80607 -0.31434 0.56261 0.254
```

## Properties
Frontier orbital gap in eV: 8.67
SMILES: C=CN1C=C1C


Entry iii
Computed, not measured: an isolated molecule of C5H7N, with wB97M-V/def2-TZVPD.

The geometry in XYZ format:
```
13
Properties=species:S:1:pos:R:3:mulliken_charge:R:1
N 3.03180 -0.23124 0.85235 -0.419
C 2.02403 -0.25018 0.28281 -0.036
C 0.72967 -0.25204 -0.39472 0.343
C -0.43793 -0.98481 0.32275 -0.709
C -1.33803 0.24650 0.07340 -0.481
C -0.09168 1.06559 -0.33200 -0.710
H 0.86743 -0.60320 -1.42159 0.320
H -0.74982 -1.92878 -0.13116 0.277
H -0.22707 -1.15530 1.38130 0.305
H -2.04018 0.10051 -0.75208 0.242
H -1.89279 0.61649 0.93920 0.287
H 0.26035 1.73020 0.46092 0.305
H -0.14628 1.62959 -1.26652 0.278
```

## Properties
Frontier orbital gap in eV: 12.15
SMILES: N#CC1CCC1


Least stable = entry i


Entry i
Computed, not measured: a cluster of 2 separate species, C2H11N2O in total, with wB97M-V/def2-TZVPD.

The geometry in XYZ format:
```
16
Properties=species:S:1:pos:R:3:mulliken_charge:R:1
C -2.02098 -1.24144 0.04211 -0.862
N -1.40756 -0.04389 0.74629 -0.261
H -2.66218 -1.84225 0.66876 0.382
H -2.59401 -0.96589 -0.85879 0.361
H -1.30311 -1.97783 -0.31421 0.315
H -2.14742 0.37373 1.30585 0.379
H -1.01810 0.67068 0.09587 0.393
H -0.65820 -0.48907 1.28112 0.329
N 0.58932 1.42829 -0.67611 -0.669
C 1.47364 0.25378 -0.72770 -0.284
O 1.47057 -0.44161 0.49565 -0.531
H 0.50945 1.87899 0.23569 0.254
H 1.03556 2.18151 -1.19117 0.281
H 1.15464 -0.56901 -1.40586 0.223
H 2.44271 0.57448 -1.14113 0.371
H 2.16292 -0.17998 1.10632 0.319
```

## Properties
Frontier orbital gap in eV: 10.99
Net charge: +1


Entry ii
Computed, not measured: a cluster of 2 separate species, C2H11N2O in total, with wB97M-V/def2-TZVPD.

The geometry in XYZ format:
```
16
Properties=species:S:1:pos:R:3:mulliken_charge:R:1
N 0.14216 1.17052 -0.45784 -0.314
C 0.16937 -0.31446 -0.17626 -0.527
C -1.17986 -1.04640 -0.24646 -0.596
N -2.03805 -0.51360 -1.28987 -0.553
H 0.95135 1.68081 -0.11517 0.325
H -0.73134 1.51676 -0.04286 0.347
H -0.02946 1.27060 -1.46460 0.375
H 0.47130 -0.26587 0.88226 0.305
H 1.01229 -0.75449 -0.74505 0.418
H -1.71228 -0.91428 0.70496 0.371
H -1.01462 -2.13631 -0.27840 0.388
H -2.96794 -0.33420 -0.93675 0.231
H -2.10523 -1.16909 -2.05747 0.231
H 3.14206 1.02388 2.19671 0.308
H 2.89504 -0.36167 2.06455 0.314
O 2.43987 0.45790 1.83707 -0.623
```

## Properties
Frontier orbital gap in eV: 10.80
Net charge: +1


Entry iii
Computed, not measured: a cluster of 2 separate species, C2H11N2O in total, with wB97M-V/def2-TZVPD.

The geometry in XYZ format:
```
16
Properties=species:S:1:pos:R:3:mulliken_charge:R:1
N 0.36583 0.79159 1.98057 -0.509
H -0.25912 0.34649 1.12502 0.495
H 0.37188 0.16694 2.78439 0.357
H 1.31652 0.83364 1.61311 0.354
H 0.04867 1.70763 2.28658 0.367
C -1.92001 0.00476 -0.85628 -0.918
N -0.67127 -0.41124 -0.19308 -0.461
C 0.49232 -0.20399 -1.06129 -0.587
O 1.72447 -0.32944 -0.35840 -0.527
H -1.83752 1.02257 -1.22052 0.342
H -2.71665 -0.05918 -0.11962 0.333
H -2.17232 -0.65677 -1.68412 0.336
H -0.71397 -1.39394 0.06023 0.270
H 0.49572 -0.87726 -1.91695 0.468
H 0.47866 0.82857 -1.40500 0.345
H 2.04055 -1.23207 -0.49079 0.337
```

## Properties
Frontier orbital gap in eV: 11.32
Net charge: +1


Entry iv
Computed, not measured: a cluster of 2 separate species, C2H11N2O in total, with wB97M-V/def2-TZVPD.

The geometry in XYZ format:
```
16
Properties=species:S:1:pos:R:3:mulliken_charge:R:1
N -1.04240 0.69320 0.36817 -0.214
C -0.37961 -0.57876 0.87809 -0.529
C 1.09850 -0.19870 1.16530 -0.525
N 1.59949 0.58134 0.04798 -0.552
H -1.43052 0.50703 -0.57478 0.295
H -0.18381 1.28001 0.18830 0.443
H -1.76188 1.04910 0.98310 0.341
H -0.46699 -1.28079 0.05274 0.201
H -0.91924 -1.02314 1.70424 0.386
H 1.76674 -1.01126 1.47503 0.410
H 1.11837 0.41095 2.07499 0.341
H 2.50911 0.97915 0.28911 0.242
H 1.70773 0.03257 -0.79788 0.190
H -1.64460 0.09257 -2.90852 0.298
H -0.71779 -1.08573 -2.72224 0.307
O -1.25311 -0.44753 -2.22362 -0.634
```

## Properties
Frontier orbital gap in eV: 11.29
Net charge: +1


Least stable = entry i